one.
C5H10O3 | the ωB97M-V functional and the def2-TZVPD basis

Cartesian coordinates (Å):
C (1.669, -2.382, -0.771)
C (0.626, -1.552, -0.866)
C (0.701, -0.132, -0.322)
C (-0.231, -0.070, 0.895)
C (0.016, 1.238, 1.646)
O (0.392, 2.262, 1.160)
O (-0.149, 1.070, 2.989)
H (2.451, -2.048, -0.097)
H (1.618, -3.341, -1.269)
H (-0.301, -1.901, -1.284)
H (0.264, 0.389, -1.168)
H (1.691, 0.282, -0.181)
H (-0.082, -0.888, 1.594)
H (-1.277, 0.049, 0.612)
H (-0.422, 1.891, 3.417)
O (-2.249, 1.469, -1.803)
H (-2.192, 1.271, -2.751)
H (-2.525, 2.395, -1.802)

The value obtained for the molar mass is 118.13 g/mol. The calculation puts the frontier orbital gap at 10.06 eV. The LUMO energy is 0.0230 hartree. The multiplicity is 1. The structure (SMILES) is C=CCCC(=O)O.O.

two.
C5H10O3 | the ωB97M-V functional and the def2-TZVPD basis

Cartesian coordinates (Å):
C (-1.446, 0.631, -1.705)
C (-0.407, 0.309, -0.962)
C (-0.335, -0.648, 0.122)
C (1.029, -1.499, -0.024)
C (2.157, -0.547, 0.254)
O (2.906, 0.017, -0.517)
O (2.287, -0.469, 1.593)
H (-2.319, 0.087, -1.746)
H (-1.493, 1.377, -2.380)
H (0.619, 0.823, -1.164)
H (-1.125, -1.350, 0.313)
H (-0.487, -0.082, 1.068)
H (0.895, -1.877, -1.037)
H (1.261, -2.360, 0.651)
H (2.948, -0.116, 2.200)
O (-1.950, 2.030, 1.435)
H (-2.854, 1.783, 1.311)
H (-1.687, 1.889, 0.587)

The value obtained for the molar mass is 118.13 g/mol. The calculation puts the frontier orbital gap at 10.69 eV. The LUMO energy is 0.0248 hartree. The multiplicity is 1. The structure (SMILES) is C=CCCC(=O)O.O.

three.
C5H10O3 | the ωB97M-V functional and the def2-TZVPD basis

Cartesian coordinates (Å):
C (2.290, -0.484, -1.171)
C (1.357, 0.267, -0.256)
O (1.410, 0.166, 0.934)
O (1.065, 1.579, -1.050)
H (2.743, -1.324, -0.650)
H (1.767, -0.817, -2.063)
H (3.093, 0.189, -1.466)
H (0.357, 2.112, -0.642)
C (-1.358, 0.716, 1.558)
C (-1.119, 0.201, 0.159)
C (-1.488, -1.250, -0.060)
O (-1.174, 1.009, -0.797)
H (-2.361, 0.483, 1.913)
H (-1.151, 1.782, 1.623)
H (-0.677, 0.204, 2.238)
H (-2.441, -1.473, 0.420)
H (-0.744, -1.879, 0.428)
H (-1.569, -1.481, -1.119)

The value obtained for the molar mass is 118.13 g/mol. The calculation puts the frontier orbital gap at 10.27 eV. The LUMO energy is 0.0119 hartree. The multiplicity is 1. The structure (SMILES) is CC(=O)O.CC(C)=O.

Least stable: two

one.
C25H30GeN5Ru | the ωB97M-V functional and the def2-TZVPD basis

Cartesian coordinates (Å):
Ru (0.169, -1.068, 0.142)
C (0.841, -2.343, 1.855)
C (-0.560, -2.080, 1.932)
C (-0.748, -0.671, 2.101)
C (0.538, -0.054, 2.088)
C (1.511, -1.090, 1.911)
H (1.306, -3.316, 1.805)
H (-1.336, -2.828, 1.980)
H (-1.690, -0.176, 2.285)
H (0.751, 0.991, 2.250)
H (2.580, -0.946, 1.882)
C (0.405, 1.958, -1.753)
N (-0.929, 1.734, -1.285)
C (-2.005, 1.380, -2.172)
C (-2.896, 0.392, -1.497)
N (-2.558, -0.829, -1.136)
C (-3.571, -1.327, -0.318)
C (-3.679, -2.532, 0.365)
C (-4.821, -2.727, 1.113)
C (-5.828, -1.750, 1.186)
C (-5.716, -0.546, 0.523)
C (-4.560, -0.351, -0.225)
N (-4.104, 0.719, -0.968)
C (1.259, 0.770, -2.128)
N (1.383, -0.335, -1.441)
C (2.441, -1.030, -2.022)
C (3.003, -2.250, -1.660)
C (4.060, -2.711, -2.418)
C (4.549, -1.981, -3.513)
C (4.001, -0.766, -3.877)
C (2.941, -0.304, -3.102)
N (2.166, 0.840, -3.153)
H (0.947, 2.452, -0.941)
H (0.395, 2.666, -2.589)
H (-0.975, 1.362, -0.344)
H (-1.632, 0.959, -3.114)
H (-2.630, 2.245, -2.436)
H (-2.890, -3.266, 0.326)
H (-4.941, -3.650, 1.665)
H (-6.707, -1.944, 1.786)
H (-6.485, 0.212, 0.591)
H (-4.556, 1.606, -1.095)
H (2.594, -2.790, -0.814)
H (4.525, -3.656, -2.168)
H (5.377, -2.378, -4.085)
H (4.383, -0.204, -4.719)
H (2.273, 1.612, -3.785)
C (-3.104, -3.646, -2.970)
Ge (-1.363, -3.288, -2.109)
C (0.004, -3.410, -3.504)
C (-1.022, -4.694, -0.784)
C (-1.264, -1.448, -1.432)
H (-3.079, -4.605, -3.492)
H (-3.336, -2.870, -3.702)
H (-3.914, -3.681, -2.240)
H (-0.004, -4.403, -3.957)
H (0.995, -3.228, -3.090)
H (-0.182, -2.675, -4.289)
H (-0.503, -5.524, -1.267)
H (-1.940, -5.089, -0.346)
H (-0.385, -4.292, 0.004)
H (-0.919, -0.896, -2.317)

The value obtained for the molar mass is 574.23 g/mol. The calculation puts the frontier orbital gap (alpha / beta) at 5.01 / 5.78 eV. The LUMO energy (alpha / beta) is 0.0120 / 0.0119 hartree. The multiplicity is 2.

two.
C25H30GeN5Ru | the ωB97M-V functional and the def2-TZVPD basis

Cartesian coordinates (Å):
Ru (0.500, 0.825, 0.338)
C (-0.419, -0.166, 2.486)
C (0.827, -0.799, 2.273)
C (1.833, 0.183, 2.302)
C (1.204, 1.437, 2.542)
C (-0.193, 1.214, 2.678)
H (-1.381, -0.654, 2.542)
H (0.980, -1.859, 2.126)
H (2.892, 0.010, 2.186)
H (1.707, 2.386, 2.644)
H (-0.947, 1.950, 2.911)
C (-0.861, -1.881, -1.739)
N (-1.139, -1.808, -0.328)
C (-2.511, -1.561, 0.008)
C (-2.841, -0.105, -0.102)
N (-2.013, 0.868, -0.370)
C (-2.801, 2.017, -0.337)
C (-2.448, 3.350, -0.528)
C (-3.442, 4.305, -0.433)
C (-4.769, 3.955, -0.147)
C (-5.138, 2.637, 0.053)
C (-4.128, 1.690, -0.048)
N (-4.128, 0.314, 0.092)
C (0.530, -1.449, -2.051)
N (0.960, -0.213, -2.003)
C (2.279, -0.286, -2.453)
C (3.207, 0.727, -2.692)
C (4.449, 0.368, -3.175)
C (4.779, -0.971, -3.431)
C (3.868, -1.988, -3.224)
C (2.621, -1.611, -2.740)
N (1.477, -2.334, -2.469)
H (-1.514, -1.166, -2.245)
H (-1.053, -2.867, -2.191)
H (-0.722, -2.542, 0.220)
H (-2.692, -1.882, 1.037)
H (-3.227, -2.114, -0.623)
H (-1.424, 3.633, -0.740)
H (-3.192, 5.347, -0.578)
H (-5.519, 4.731, -0.076)
H (-6.160, 2.363, 0.280)
H (-4.906, -0.270, 0.339)
H (2.948, 1.757, -2.504)
H (5.189, 1.134, -3.365)
H (5.766, -1.208, -3.806)
H (4.117, -3.019, -3.439)
H (1.349, -3.325, -2.573)
C (0.845, 4.050, -2.308)
Ge (1.695, 3.871, -0.542)
C (3.485, 4.652, -0.700)
C (0.732, 4.902, 0.817)
C (1.802, 1.963, -0.121)
H (0.369, 5.026, -2.421)
H (0.097, 3.272, -2.462)
H (1.586, 3.945, -3.102)
H (3.409, 5.696, -1.006)
H (4.090, 4.123, -1.438)
H (4.010, 4.612, 0.255)
H (0.374, 5.843, 0.398)
H (1.403, 5.128, 1.646)
H (-0.121, 4.347, 1.219)
H (2.831, 1.572, -0.020)

The value obtained for the molar mass is 574.23 g/mol. The calculation puts the frontier orbital gap (alpha / beta) at 6.03 / 6.21 eV. The LUMO energy (alpha / beta) is 0.0123 / 0.0122 hartree. The multiplicity is 2.

Least stable: two